Below is a molecular structure, C15H22BF4N6O3S2Sn in a non-equilibrium geometry, with properties calculated with the ωB97M-V functional and the def2-TZVPD basis.

Atoms and positions in Å:
H1 -2.514515 -2.556398 3.182331
C1 3.891414 1.058464 0.975727
H2 5.362887 0.115696 2.251906
C2 3.100804 -1.320770 1.699191
H3 -3.161219 -3.952504 -2.243250
N1 -2.193302 -0.827221 -1.917546
C3 -2.129373 -1.183423 1.576296
H4 -2.817960 -0.710971 4.838294
C4 -2.591837 -0.489939 3.802785
C5 -2.468997 0.815863 3.376858
O1 -3.421246 -0.289788 -2.267689
C6 -0.813262 -2.719213 -1.693298
H5 2.437538 0.124400 3.109254
H6 -1.042964 -4.853668 -1.390636
H7 4.518837 1.449357 3.040165
C7 -2.143637 1.078798 2.040338
C8 -1.392422 3.701193 -1.561532
F1 3.721741 1.201461 -2.922667
S1 -2.156742 2.501036 -2.511242
H8 3.976913 -1.903326 1.405225
H9 0.557576 -4.303740 -1.900037
H10 -2.129777 3.277224 2.223739
N2 -1.989028 0.069789 1.159471
H11 3.343438 1.997940 1.004224
C9 -3.206509 -2.931317 -2.612190
N3 -1.407332 3.747903 -0.227519
F2 1.556310 1.559088 -2.217503
O2 1.371084 0.397065 0.743542
C10 -0.510817 -4.151787 -2.038679
N4 -1.648946 2.572026 0.322433
B1 2.717751 2.168480 -2.834901
H12 -0.771982 -4.364803 -3.076447
C11 -2.423901 -1.521470 2.884950
C12 -2.081768 -2.094795 -2.069160
Sn1 -0.501265 0.598631 -0.893123
H13 -4.154310 -2.476579 -2.331684
H14 -2.594510 1.642410 4.063994
N5 -0.836693 4.761901 -2.194534
C13 3.368021 -0.393979 2.867255
C14 -1.974945 2.432173 1.554522
H15 -0.640620 4.610388 -3.169855
C15 4.393344 0.612216 2.350719
H16 -1.999018 -1.944300 0.813583
H17 2.247089 -1.978279 1.826676
H18 -0.147764 5.281781 -1.673092
H19 -3.154293 -2.949691 -3.702772
S2 2.697273 -0.206031 0.307122
O3 1.131714 -2.435621 -0.641036
F3 2.344025 2.635521 -4.095454
H20 4.688082 1.143079 0.237211
N6 0.023338 -1.960589 -1.055464
H21 3.717590 -0.925492 3.755544
F4 3.125607 3.228338 -2.013498
H22 -3.271402 0.663451 -2.158556

Cartesian forces (eV/Å) of the 3 atoms listed first:
H -0.003 -0.020 -0.056
C 0.215 -0.292 -0.450
H -0.002 0.034 0.016

net charge: -1
orbital gap: 6.55 eV
HOMO energy: -0.1590 Ha

Löwdin atomic charge list, values in e, 5 entries:
1 H 0.098
2 C -0.277
3 H 0.105
4 C -0.318
5 H 0.071



Below is a molecular structure, C15H22BIrN6OTe in a non-equilibrium geometry, with properties calculated with the ωB97M-V functional and the def2-TZVPD basis.

Atoms and positions in Å:
H1 -4.854757 -1.697625 0.508086
N1 1.490281 -1.430524 0.274458
H2 -5.056370 0.004907 0.958643
C1 2.820626 -2.005174 -1.421426
N2 0.416166 1.261544 0.644207
H3 -1.016027 0.308390 -3.625974
H4 -0.777120 0.519191 4.369933
H5 -3.962484 -1.026307 1.882415
C2 -1.746162 0.942055 -3.123645
C3 1.126008 3.538386 -0.071131
H6 -4.318819 0.053035 -1.939404
H7 0.904324 0.001132 4.393330
Te1 -2.447334 -3.167611 1.572542
Ir1 -0.400746 -1.420861 1.359946
C4 -2.142866 0.376183 -1.799975
C5 0.248525 0.851419 4.206874
H8 1.407888 4.467989 0.420494
H9 0.433811 1.272313 -1.636319
H10 0.483997 1.642885 4.917803
C6 2.972210 -3.312180 0.832071
H11 2.790848 -0.693778 -3.786273
C7 0.813945 2.605893 2.339594
C8 2.434249 -2.275399 -0.095576
H12 -2.627419 1.016897 -3.759042
H13 0.270186 3.732905 -0.718703
B1 0.204389 0.536334 -0.715340
H14 -1.310643 1.935833 -3.016578
H15 2.277406 0.817332 -3.023290
H16 1.954452 3.213291 -0.701669
H17 2.810065 -4.307470 0.418433
N3 -1.968040 -0.329830 0.309411
N4 0.184586 0.551551 1.778440
C9 -3.243937 -0.410979 -0.049469
C10 0.797274 2.508145 0.957398
O1 0.116504 -3.166192 1.500576
H18 3.579266 -2.511624 -1.995542
H19 2.456776 -3.254314 1.785968
N5 1.221110 -0.633323 -0.794554
N6 -1.294501 0.159889 -0.778932
H20 1.073854 -0.313720 -3.638450
H21 4.045459 -3.165828 0.981182
C11 2.040138 -0.240750 -3.140289
C12 -4.335670 -0.819780 0.885583
C13 0.417714 1.344366 2.810582
H22 1.075472 3.469344 2.928525
C14 -3.399401 -0.001185 -1.380630
C15 2.034754 -0.946744 -1.824290

Cartesian forces (eV/Å) of the 3 atoms listed first:
H -0.009 -0.035 0.050
N -0.469 1.085 -0.796
H -0.031 -0.021 -0.038

net charge: -1
multiplicity: 2
orbital gap (spin up / spin down): 5.09 / 5.16 eV
HOMO energy (spin up / spin down): -0.0922 / -0.0946 Ha

Löwdin atomic charge list, values in e, 5 entries:
1 H 0.044
2 N -0.034
3 H 0.075
4 C 0.007
5 N 0.032



Below is 2 unconnected molecules or ions with the total composition C15H22F3N2 in a non-equilibrium geometry, with properties calculated with the ωB97M-V functional and the def2-TZVPD basis.

Atoms and positions in Å:
H1 -2.512779 -1.121982 3.923186
C1 -2.827883 -0.001228 -1.822688
C2 -2.117354 0.352004 2.391683
C3 -0.947923 -1.796903 2.596473
H2 -2.517195 1.259725 4.316519
H3 -2.651566 2.391906 2.952732
H4 -0.954088 -2.263808 1.603869
C4 0.933902 -0.373042 -1.520118
H5 -0.243722 1.247195 -3.464147
H6 -2.511718 0.440473 1.363671
H7 -0.611774 2.253108 -2.034973
H8 -3.103128 -0.103284 -0.759248
C5 1.762851 -1.439776 -1.945986
N1 -1.389945 0.268764 -1.957202
H9 -0.895192 -1.505408 -1.050244
H10 3.390135 1.949759 -0.991051
C6 -1.005329 1.472645 -2.703343
H11 -0.723475 -2.553361 3.353133
C7 3.691774 -0.046666 -1.737006
H12 -1.912371 1.848598 -3.186531
H13 0.950319 1.638522 -0.692099
F1 5.670631 1.056328 -1.014064
C8 5.165421 0.159466 -1.914136
F2 5.450660 0.647952 -3.167637
C9 -2.305259 -1.111376 2.846036
C10 -0.500919 -0.566324 -1.458741
F3 5.872700 -1.000854 -1.767683
H14 -0.290349 1.434448 2.408563
N2 -0.699332 0.521730 2.284513
H15 3.760867 -2.068833 -2.461322
H16 0.875770 -0.804324 1.853399
H17 -3.919823 1.185831 3.229704
C11 -2.838674 1.360625 3.271239
C12 2.920131 1.004890 -1.252892
C13 3.128747 -1.267396 -2.087360
H18 -3.098117 -0.935911 -2.340952
H19 1.311464 -2.400854 -2.185409
H20 -3.366045 0.842876 -2.266701
C14 1.552625 0.836196 -1.119427
C15 0.077746 -0.645658 2.596053
H21 -3.136900 -1.591336 2.320887
H22 0.565103 -0.574727 3.589286

Cartesian forces (eV/Å) of the 3 atoms listed first:
H -0.113 -0.007 -0.195
C -0.601 -0.306 0.257
C -0.636 -0.254 -0.516

net charge: +1
orbital gap: 6.10 eV
HOMO energy: -0.4028 Ha

Löwdin atomic charge list, values in e, 5 entries:
1 H 0.116
2 C 0.013
3 C -0.438
4 C -0.160
5 H 0.088



Below is a molecular structure, C15H22KO11 in a non-equilibrium geometry, with properties calculated with the ωB97M-V functional and the def2-TZVPD basis.

Atoms and positions in Å:
H1 5.197999 -0.337602 0.387579
C1 -2.825002 -3.944687 3.899449
H2 -3.489678 1.853401 2.938931
H3 3.659720 -0.129448 -1.022444
H4 -2.456840 -4.416251 2.986984
C2 -3.015890 -2.475431 3.556807
C3 0.395617 -2.603753 -0.104876
C4 1.099282 -2.301592 -2.311967
O1 -2.574891 0.011809 3.073699
O2 -0.465392 2.625601 -1.815830
H5 2.514465 -1.853134 -4.261730
C5 -2.489014 1.439748 2.869198
C6 1.750169 -2.573401 -4.554969
C7 2.380106 -3.933527 -4.768806
H6 3.039959 -3.963431 -5.634952
H7 -0.566290 -2.786502 0.368177
H8 1.317789 -2.209303 -5.484370
H9 -3.853360 -2.412869 2.857642
O3 -0.841176 7.491819 0.422105
O4 0.103131 -2.681916 -1.504630
K1 0.698734 1.072806 0.132002
H10 0.695437 -1.601851 0.186404
H11 4.723893 1.357168 0.839523
O5 3.313172 0.274760 -0.223369
H12 -3.220902 -1.864440 4.430647
O6 -0.621658 7.261511 -2.257892
H13 -1.199473 5.269921 1.757039
C8 -0.788643 6.361647 -0.034420
C9 -0.687425 6.218265 -1.598167
O7 -0.729417 -0.377876 1.885406
H14 -3.728356 -4.423379 4.262126
C10 -0.988355 3.896554 0.121428
H15 -2.021867 -4.030708 4.633994
C11 -1.654331 -0.771733 2.545982
H16 -1.855048 1.885049 3.632152
H17 1.082116 -3.373160 0.241903
C12 4.401400 0.322036 0.721173
C13 -0.948912 5.147490 0.707090
O8 -1.854199 -2.056054 2.836827
H18 -2.091840 1.658028 1.875273
H19 4.000689 0.000506 1.683309
C14 -0.578727 4.917561 -2.161163
O9 -1.084346 2.809331 0.801463
C15 -0.640924 3.782750 -1.355849
O10 2.087577 -1.715006 -1.980894
H20 2.943396 -4.267056 -3.894042
H21 1.604261 -4.691027 -4.905030
H22 -0.484792 4.790462 -3.231178
O11 0.747820 -2.653075 -3.547757

Cartesian forces (eV/Å) of the 3 atoms listed first:
H 0.219 0.095 0.237
C 1.037 0.561 -0.224
H -0.149 -0.272 0.165

net charge: -1
orbital gap: 4.53 eV
HOMO energy: -0.1046 Ha

Löwdin atomic charge list, values in e, 5 entries:
1 H 0.082
2 C -0.065
3 H 0.096
4 H 0.062
5 H 0.078



Record-wise electronic energy values, in eV: -70048.999; -37710.047; -27038.041; -54760.932